The following is a DFT calculation (the ωB97M-V functional and the def2-TZVPD basis) of a cluster of 2 separate species, C4H10O2 in total.

As for the molecular weight: 90.1 u. The calculation puts the LUMO energy (spin up / spin down) at 0.0246 / 0.0365 hartree.

```
! wB97M-V def2-TZVPD RIJCOSX def2/J DEFGRID3
* xyz 0 1
C 1.80 0.94 0.24
O 1.32 -0.31 0.25
C 0.55 -0.88 -0.59
C 0.06 -2.25 -0.30
C -1.53 1.18 0.65
O -1.25 1.57 -0.68
H 2.61 1.06 0.94
H 1.82 1.42 -0.73
H -0.60 0.99 1.21
H 0.22 -0.30 -1.45
H 0.46 -2.99 -1.02
H -1.03 -2.30 -0.38
H 0.36 -2.56 0.71
H -2.12 0.26 0.61
H -2.12 1.95 1.18
H -0.55 2.23 -0.64
*
```


The following is a DFT calculation (the ωB97M-V functional and the def2-TZVPD basis) of the molecule C4H10O2.

As for the SMILES: COC[C@@H](C)O. As for the molecular weight: 90.1 u. The calculation puts the LUMO energy at 0.0368 hartree.

```
! wB97M-V def2-TZVPD RIJCOSX def2/J DEFGRID3
* xyz 0 1
C 2.41 -0.68 -0.41
O 1.38 -0.16 0.39
C 0.25 0.24 -0.35
C -0.90 0.40 0.64
C -2.23 0.60 -0.07
O -0.99 -0.77 1.42
H 2.05 -1.50 -1.05
H 2.86 0.09 -1.06
H 3.18 -1.07 0.26
H -0.01 -0.53 -1.09
H 0.45 1.18 -0.90
H -0.68 1.28 1.28
H -3.04 0.53 0.67
H -2.39 -0.19 -0.81
H -2.28 1.57 -0.57
H -0.08 -0.99 1.66
*
```


The following is a DFT calculation (the ωB97M-V functional and the def2-TZVPD basis) of a cluster of 2 separate species, C4H10O2 in total.

As for the molecular weight: 90.1 u. The calculation puts the LUMO energy (spin up / spin down) at 0.0203 / 0.0201 hartree.

```
! wB97M-V def2-TZVPD RIJCOSX def2/J DEFGRID3
* xyz 0 1
C 1.78 1.01 -0.22
O 0.48 1.04 -0.04
C -0.41 0.41 -0.74
C 0.84 -1.92 0.22
C -1.83 0.54 -0.35
O -2.49 1.60 -1.04
H 2.16 0.62 -1.16
H 2.36 1.57 0.49
H 1.33 -0.93 0.21
H -0.09 -0.05 -1.67
H 1.62 -2.62 0.52
H 0.47 -2.20 -0.77
H 0.01 -1.94 0.93
H -2.37 -0.37 -0.62
H -1.90 0.67 0.74
H -1.95 2.39 -0.89
*
```


The following is a DFT calculation (the ωB97M-V functional and the def2-TZVPD basis) of a structure of composition C4H10O2 in a non-equilibrium geometry.

As for the molecular weight: 90.1 u. The calculation puts the LUMO energy at -0.1406 hartree.

```
! wB97M-V def2-TZVPD RIJCOSX def2/J DEFGRID3
* xyz 0 1
C 0.50 -0.30 0.56
C 1.42 0.50 -2.26
O -2.25 -0.82 2.48
C 1.93 1.07 -1.18
C 1.59 0.79 0.17
H -0.40 0.07 0.94
H 0.97 -0.94 1.33
H 0.22 -0.91 -0.31
H 1.70 0.78 -3.22
H 0.70 -0.27 -2.21
H -3.33 -0.29 -0.27
H 2.56 1.94 -1.33
H 1.98 1.40 0.96
H -2.64 -1.58 2.93
H -2.47 -0.73 1.34
O -2.50 -0.72 0.08
*
```


The following is a DFT calculation (the ωB97M-V functional and the def2-TZVPD basis) of a cluster of 2 separate species, C4H10O2 in total in a non-equilibrium geometry.

As for the SMILES: CC(=O)O.CC. As for the molecular weight: 90.1 u. The calculation puts the LUMO energy at 0.0299 hartree.

```
! wB97M-V def2-TZVPD RIJCOSX def2/J DEFGRID3
* xyz 0 1
C -2.25 -0.16 -0.75
C 3.23 0.16 -0.14
C -2.21 -0.05 0.76
C 1.76 0.13 0.30
O 1.06 -0.76 -0.45
O 1.29 0.93 1.11
H -3.33 0.20 -1.13
H -1.93 -1.16 -1.01
H -1.62 0.55 -1.28
H 3.75 -0.12 0.78
H 3.45 1.28 -0.30
H 3.12 -0.34 -1.11
H -1.86 0.96 1.02
H -1.50 -0.77 1.35
H 0.22 -0.45 -0.26
H -3.17 -0.39 1.12
*
```


The following is a DFT calculation (the ωB97M-V functional and the def2-TZVPD basis) of a cluster of 2 separate species, C4H10O2 in total.

As for the molecular weight: 90.1 u. The calculation puts the LUMO energy (spin up / spin down) at 0.0339 / 0.0299 hartree.

```
! wB97M-V def2-TZVPD RIJCOSX def2/J DEFGRID3
* xyz 0 1
C -0.05 0.78 2.52
O -1.23 0.54 1.99
C -1.64 0.90 0.82
C 0.44 -0.82 -0.16
O 0.40 0.12 -1.21
C 0.81 -0.45 -2.42
H 0.09 0.40 3.51
H 0.45 -0.29 0.81
H 0.57 1.54 2.06
H -2.59 0.49 0.51
H -1.00 1.50 0.18
H 1.37 -1.40 -0.19
H -0.41 -1.51 -0.20
H 1.85 -0.81 -2.34
H 0.18 -1.31 -2.70
H 0.75 0.31 -3.19
*
```


The following is a DFT calculation (the ωB97M-V functional and the def2-TZVPD basis) of the ion C4H10O2P with charge -1 in a non-equilibrium geometry.

As for the SMILES: C=[P@]([O-])(O)C(C)C. As for the molecular weight: 121.1 u. The calculation puts the LUMO energy at 0.1470 hartree.

```
! wB97M-V def2-TZVPD RIJCOSX def2/J DEFGRID3
* xyz -1 1
C -1.16 -2.09 -0.78
C -1.21 1.06 0.18
C 1.20 1.16 0.78
C 0.02 0.25 0.39
O 0.35 -0.43 -2.42
O 1.89 -1.48 -0.49
P 0.26 -0.94 -1.02
H -1.04 -2.86 -1.54
H -0.84 -2.65 0.16
H -1.40 1.33 -0.87
H -2.14 0.41 0.33
H -1.27 1.84 0.95
H 2.12 0.72 0.32
H 1.27 1.36 1.92
H 1.16 2.10 0.24
H -0.13 -0.31 1.22
H 2.03 -2.26 -1.09
*
```


The following is a DFT calculation (the ωB97M-V functional and the def2-TZVPD basis) of a cluster of 2 separate species, C4H10O2S in total in a non-equilibrium geometry.

As for the SMILES: O=CCCCS.O. As for the molecular weight: 122.2 u. The calculation puts the LUMO energy at 0.0198 hartree.

```
! wB97M-V def2-TZVPD RIJCOSX def2/J DEFGRID3
* xyz 0 1
O -1.29 -2.36 -1.07
C -1.68 -1.59 -0.23
C -0.79 -0.76 0.65
C 0.69 -0.90 0.30
C 1.51 0.39 0.57
S 3.14 0.03 1.29
H -2.77 -1.46 -0.10
H -1.06 0.28 0.43
H -1.07 -1.15 1.63
H 0.79 -1.23 -0.73
H 1.16 -1.71 0.87
H 1.67 0.85 -0.40
H 0.93 1.00 1.26
H 3.48 1.35 1.26
H -2.19 2.20 -1.48
H -1.10 2.98 -2.21
O -1.44 2.11 -2.04
*
```


The following is a DFT calculation (the ωB97M-V functional and the def2-TZVPD basis) of a cluster of 2 separate species, C4H10O2S in total in a non-equilibrium geometry.

As for the SMILES: O=CCCCS.O. As for the molecular weight: 122.2 u. The calculation puts the LUMO energy at 0.0232 hartree.

```
! wB97M-V def2-TZVPD RIJCOSX def2/J DEFGRID3
* xyz 0 1
O -1.81 -0.88 -1.97
C -1.67 0.29 -1.79
C -1.03 0.94 -0.59
C -1.10 0.08 0.69
C 0.23 -0.34 1.30
S 0.62 -2.10 0.90
H -2.00 1.04 -2.53
H -1.55 1.87 -0.40
H -0.01 1.21 -0.88
H -1.81 0.48 1.41
H -1.59 -0.81 0.39
H 0.36 -0.31 2.38
H 1.01 0.28 0.88
H 1.23 -2.41 2.04
H 3.31 -0.51 -0.87
H 2.82 0.79 -0.05
O 3.00 0.40 -0.90
*
```


The following is a DFT calculation (the ωB97M-V functional and the def2-TZVPD basis) of a cluster of 2 separate species, C4H10O2S in total in a non-equilibrium geometry.

As for the SMILES: O=CCCCS.O. As for the molecular weight: 122.2 u. The calculation puts the LUMO energy at 0.0168 hartree.

```
! wB97M-V def2-TZVPD RIJCOSX def2/J DEFGRID3
* xyz 0 1
O 0.45 3.20 0.92
C -0.26 2.34 1.37
C -0.09 0.87 1.27
C 0.71 0.41 0.03
C 0.85 -1.11 0.00
S 1.01 -1.86 -1.67
H -1.18 2.64 1.90
H -1.09 0.45 1.34
H 0.48 0.50 2.14
H 0.05 0.72 -0.79
H 1.63 0.99 -0.04
H 0.06 -1.58 0.57
H 1.74 -1.30 0.61
H -0.06 -2.69 -1.59
H -2.61 -0.36 -0.54
H -3.63 -1.45 -0.18
O -2.81 -1.08 0.08
*
```


The following is a DFT calculation (the ωB97M-V functional and the def2-TZVPD basis) of the molecule C4H10O3.

As for the SMILES: COC[C@@H](O)CO. As for the molecular weight: 106.1 u. The calculation puts the LUMO energy at 0.0324 hartree.

```
! wB97M-V def2-TZVPD RIJCOSX def2/J DEFGRID3
* xyz 0 1
C 2.67 0.46 -0.22
O 1.47 0.08 0.41
C 0.39 -0.06 -0.49
C -0.78 -0.56 0.34
O -0.99 0.32 1.44
C -2.09 -0.59 -0.43
O -2.58 0.71 -0.65
H 3.42 0.61 0.56
H 2.55 1.39 -0.79
H 3.03 -0.33 -0.91
H 0.14 0.91 -0.94
H 0.63 -0.78 -1.29
H -0.54 -1.57 0.71
H -0.12 0.65 1.69
H -2.82 -1.20 0.13
H -1.95 -1.06 -1.41
H -2.47 1.15 0.20
*
```


The following is a DFT calculation (the ωB97M-V functional and the def2-TZVPD basis) of a cluster of 2 separate species, C4H10O3 in total in a non-equilibrium geometry.

As for the SMILES: O=CCCCO.O. As for the molecular weight: 106.1 u. The calculation puts the LUMO energy at 0.0301 hartree.

```
! wB97M-V def2-TZVPD RIJCOSX def2/J DEFGRID3
* xyz 0 1
C 0.93 1.13 -1.09
O 0.88 0.30 -2.26
C -0.39 1.70 -0.57
C -1.01 0.67 0.40
C -2.47 0.78 0.73
O -3.04 -0.09 1.34
H 1.31 0.61 -0.20
H 1.60 1.92 -1.38
H 0.02 0.49 -2.65
H -0.16 2.55 0.09
H -1.09 2.14 -1.29
H -0.57 0.62 1.40
H -0.83 -0.33 -0.01
H -3.04 1.72 0.60
H 3.14 -4.97 2.15
H 1.96 -4.86 1.24
O 2.76 -4.39 1.49
*
```